[1]
A 2-piece molecular cluster, C4H10Se overall in a non-equilibrium geometry, computed with ωB97M-V/def2-TZVPD.

Each line ends with the Mulliken charge.
Positions of all 15 atoms, in Å:
1 Se -0.8423 3.6464 1.9774  -0.199
2 H 0.0579 4.8303 2.0393  0.104
3 H 0.0545 2.9413 0.9786  0.093
4 C 0.0946 0.4313 -1.9267  -0.729
5 C 0.2116 -0.1593 -0.7599  -0.148
6 C -0.5699 -1.4388 -0.5020  -0.284
7 C 0.2850 -2.4113 0.2740  -1.243
8 H 0.5649 1.3988 -2.0689  0.267
9 H -0.6289 -0.0365 -2.5830  0.236
10 H 0.7621 0.2033 0.0251  0.429
11 H -1.6096 -1.2159 -0.0934  0.259
12 H -0.8775 -1.8188 -1.5805  0.214
13 H 1.2122 -2.6619 -0.1597  0.341
14 H 0.5112 -1.9243 1.3007  0.242
15 H -0.1165 -3.3276 0.4694  0.419

Values from the calculation:
E_LUMO ... 0.74 eV
HOMO level ... -9.33 eV
Energy ... -2559.75683 Ha
Relative energy (zero: lowest compared OMol25 entry of this formula, charge and spin) ... 39.8 kcal per mole
Kohn-Sham gap ... 10.1 eV
SMILES ... [SeH2].C=CCC
Net charge ... 0


[2]
C18H48F2FeO6 as an isolated structure in a non-equilibrium geometry, computed with ωB97M-V/def2-TZVPD.

Each line ends with the Mulliken charge.
Positions of all 75 atoms, in Å:
1 Fe -1.5519 -0.9577 -0.8760  0.981
2 F -2.4391 -1.9941 0.2727  -0.631
3 F -0.5899 0.0535 0.3751  -0.321
4 C -5.2421 0.2312 -1.5376  -1.353
5 C -3.9001 0.9092 -1.7754  0.582
6 C -3.9796 2.4266 -1.8138  -1.312
7 O -2.9596 0.5087 -0.7286  -0.111
8 H -5.6470 0.5286 -0.5690  0.327
9 H -5.1233 -0.8530 -1.4985  0.352
10 H -5.8890 0.4847 -2.3753  0.425
11 H -3.5261 0.5353 -2.7329  0.234
12 H -4.6461 2.7281 -0.9981  0.432
13 H -4.3745 2.7808 -2.7615  0.378
14 H -3.0145 2.8781 -1.5841  0.247
15 H -3.2408 0.9508 0.0815  0.212
16 C -0.3856 5.0073 -0.3622  -1.426
17 C -0.0548 3.7856 0.4701  0.791
18 C -0.3740 3.8924 1.9335  -1.302
19 O -0.8716 2.7364 -0.1195  -0.244
20 H -0.5129 4.6990 -1.4049  0.304
21 H 0.4607 5.6910 -0.4464  0.379
22 H -1.3033 5.5218 -0.0848  0.361
23 H 0.9800 3.4912 0.2711  0.128
24 H -1.4514 3.8876 2.1176  0.285
25 H 0.0413 4.7663 2.4349  0.430
26 H -0.0287 3.0200 2.4990  0.287
27 H -0.6818 1.8740 0.2863  -0.105
28 C 3.9233 0.6442 0.5828  -1.465
29 C 3.4809 -0.8012 0.6062  0.437
30 C 3.7582 -1.3635 2.0038  -1.473
31 O 2.0855 -0.8722 0.2469  -0.418
32 H 3.5331 1.2783 1.3802  0.368
33 H 3.8537 1.1180 -0.3975  0.283
34 H 5.0070 0.6822 0.7548  0.496
35 H 4.0532 -1.4242 -0.0814  0.383
36 H 3.6484 -2.4394 2.0912  0.329
37 H 3.2203 -0.7580 2.7363  0.289
38 H 4.7798 -1.0561 2.2491  0.491
39 H 1.6181 -0.3855 0.9426  -0.141
40 C -0.0475 1.9689 -4.0923  -1.548
41 C 0.3711 0.8848 -3.1414  0.323
42 C 1.7288 1.1093 -2.4922  -0.636
43 O -0.6320 0.7119 -2.0978  0.159
44 H -1.1272 2.0417 -4.2608  0.295
45 H 0.2822 1.8109 -5.1221  0.438
46 H 0.2596 2.9680 -3.7776  0.335
47 H 0.4004 -0.1097 -3.5899  0.354
48 H 2.4506 1.6216 -3.1254  0.463
49 H 2.1100 0.1748 -2.0879  0.095
50 H 1.5928 1.7769 -1.6321  -0.034
51 H -0.5941 1.4770 -1.4919  0.000
52 C 1.5495 -2.1832 4.6152  -1.575
53 C 0.5566 -1.9543 3.5166  1.665
54 C -0.8340 -2.4011 3.9726  -1.360
55 O 0.5042 -0.5650 3.1706  -0.598
56 H 1.6368 -3.2120 4.9738  0.364
57 H 1.3002 -1.5864 5.4972  0.358
58 H 2.5987 -1.9581 4.4164  0.337
59 H 0.8302 -2.5458 2.6312  -0.470
60 H -1.0443 -2.0467 4.9800  0.348
61 H -0.9860 -3.4733 3.8461  0.365
62 H -1.5916 -1.9558 3.3161  0.367
63 H -0.2374 -0.5141 2.5581  0.039
64 C 0.8698 -3.9559 -2.3489  -1.361
65 C -0.0594 -3.6821 -1.1713  0.547
66 C 0.4658 -4.4008 0.0648  -1.270
67 O 0.0532 -2.2522 -0.8794  0.497
68 H 0.8275 -5.0288 -2.5401  0.443
69 H 1.9033 -3.7517 -2.0640  0.297
70 H 0.5982 -3.3549 -3.2145  0.325
71 H -1.0955 -3.9715 -1.3330  0.471
72 H -0.2914 -4.3918 0.8537  0.248
73 H 1.3701 -3.9122 0.4329  0.199
74 H 0.6706 -5.4652 -0.0523  0.468
75 H 0.9541 -2.0793 -0.5184  0.139

Values from the calculation:
E_LUMO (alpha / beta) ... -3.21 / -5.44 eV
HOMO level (alpha / beta) ... -12.40 / -12.40 eV
Energy ... -2629.30663 Ha
Relative energy (zero: lowest compared OMol25 entry of this formula, charge and spin) ... 0.0 kcal per mole
Kohn-Sham gap (alpha / beta) ... 9.2 / 7.0 eV
Multiplicity ... 6
Net charge ... +1


[3]
C6H74NO31 as an isolated structure in a non-equilibrium geometry, computed with ωB97M-V/def2-TZVPD.

Each line ends with the Mulliken charge.
Positions of all 112 atoms, in Å:
1 C -3.4867 43.6112 -28.6375  0.856
2 O -4.5345 42.7617 -28.4080  -0.409
3 C -5.8955 43.3994 -28.7105  0.130
4 C -6.4971 43.8865 -27.4437  0.383
5 N -7.4020 45.1133 -27.6506  0.416
6 H -7.0014 45.7651 -28.0700  0.059
7 H -8.1301 44.8764 -28.2760  0.703
8 C -7.9483 45.8271 -26.5275  -1.349
9 C -8.4587 47.2128 -26.7381  0.130
10 O -9.2432 47.7490 -25.6296  -0.140
11 C -9.1922 49.1397 -25.4315  -0.423
12 H -3.4999 43.7382 -29.8218  -0.067
13 H -2.3902 43.1269 -28.3679  -0.019
14 H -3.7093 44.7721 -28.3895  -0.130
15 H -6.5047 42.5546 -28.7977  -0.446
16 H -5.9698 44.0068 -29.6660  0.164
17 H -5.6133 44.2744 -26.6618  -0.762
18 H -7.0734 43.1781 -27.0013  0.895
19 H -7.3391 45.9873 -25.7539  -0.090
20 H -8.6597 45.2010 -26.1925  0.613
21 H -9.1656 47.2652 -27.5636  0.503
22 H -7.6900 48.0920 -26.8253  -0.064
23 H -8.3067 49.6827 -25.0500  0.021
24 H -9.9932 49.4349 -24.7883  0.272
25 H -9.2391 49.4251 -26.4808  0.467
26 O -8.2273 40.6294 -29.8737  -0.602
27 H -8.4215 40.4053 -28.8999  0.265
28 H -8.3074 39.7942 -30.0897  0.252
29 O -4.9452 48.9550 -26.0250  -0.443
30 H -5.5806 49.7080 -26.0768  0.221
31 H -4.1859 49.3924 -26.0573  0.154
32 O -6.2807 51.6588 -25.4337  -0.631
33 H -5.6566 52.4581 -25.6864  0.297
34 H -6.2507 51.6454 -24.4566  0.327
35 O -2.5569 44.1748 -31.6331  -0.565
36 H -2.1569 44.2475 -30.8343  0.244
37 H -1.7605 43.9640 -32.1169  0.386
38 O -9.7503 44.6143 -28.8765  -0.598
39 H -9.6143 44.0451 -29.6440  0.221
40 H -10.6159 44.4673 -28.4968  0.293
41 O -11.8315 47.5932 -26.4070  -0.686
42 H -10.9488 47.3531 -26.4893  0.333
43 H -12.1470 47.4611 -27.3624  0.295
44 O -3.6653 42.4078 -25.1237  -0.651
45 H -3.5470 43.1397 -25.7632  0.198
46 H -2.8594 42.1728 -24.7351  0.279
47 O -5.9737 46.9150 -29.3713  -0.591
48 H -5.0347 47.2385 -29.4135  0.236
49 H -6.4781 47.3920 -30.0025  0.234
50 O -6.9348 43.6274 -32.9995  -0.692
51 H -7.1977 43.3677 -32.1115  0.417
52 H -7.0369 44.6291 -33.0386  0.277
53 O -12.4051 49.8854 -22.4795  -0.660
54 H -13.1749 49.9349 -23.2726  0.332
55 H -11.9214 49.1463 -22.5270  0.328
56 O -3.4901 41.6384 -31.1042  -0.706
57 H -3.6535 42.5956 -31.2367  0.345
58 H -4.2981 41.4248 -30.6314  0.444
59 O -5.5657 40.6961 -26.0426  -0.683
60 H -5.0700 39.9630 -26.0783  0.239
61 H -4.9912 41.5052 -25.7960  0.349
62 O -8.1798 43.8328 -23.6537  -0.643
63 H -7.1627 43.5706 -23.6090  0.309
64 H -8.4234 43.4273 -22.8824  0.281
65 O -11.1931 47.2396 -23.3489  -0.702
66 H -11.4317 47.2693 -24.2858  0.329
67 H -10.2223 47.1288 -23.4188  0.522
68 O -5.5476 40.8003 -29.5616  -0.636
69 H -5.5532 40.0581 -28.9852  0.208
70 H -5.6527 41.5798 -28.9658  0.405
71 O -4.8817 45.1459 -24.2820  -0.535
72 H -5.6405 45.7511 -24.0041  0.308
73 H -4.1075 45.5640 -23.8766  0.278
74 O -1.9717 46.5190 -27.1310  -0.486
75 H -2.8879 46.6508 -26.6956  0.570
76 H -1.4273 47.1446 -26.8398  0.112
77 O -0.6535 41.7020 -30.1620  -0.620
78 H -0.1698 42.2451 -30.7453  0.227
79 H -1.5751 41.6037 -30.2438  0.413
80 O 0.0721 41.2587 -27.5196  -0.713
81 H 0.0898 42.2763 -27.3557  0.343
82 H -0.2391 41.1825 -28.5790  0.412
83 O -1.4524 45.3732 -29.5202  -0.566
84 H -1.8455 45.8569 -28.9583  0.121
85 H -0.8231 45.9001 -30.1459  0.315
86 O -4.0886 46.5143 -26.5591  -0.478
87 H -4.6391 47.2037 -26.4593  0.230
88 H -4.4992 46.0123 -25.9119  0.092
89 O -9.1945 51.6135 -28.7540  -0.568
90 H -8.5961 50.9639 -28.6827  0.247
91 H -9.0993 51.9924 -27.9505  0.389
92 O 0.0699 44.0630 -26.6762  -0.653
93 H -0.1305 44.2940 -27.6730  0.326
94 H 0.8859 44.4070 -26.4800  0.265
95 O -8.9504 52.9098 -26.2369  -0.725
96 H -9.8224 53.0936 -25.5763  0.382
97 H -8.3522 52.4123 -25.6594  0.300
98 O -8.5836 46.6746 -23.0173  -0.776
99 H -8.7384 45.6637 -23.2535  0.443
100 H -7.9180 47.0453 -23.5786  0.293
101 O -6.2564 47.7514 -24.0310  -0.629
102 H -5.9557 48.2961 -24.7643  0.236
103 H -5.8035 48.0459 -23.2600  0.238
104 O -8.2778 43.0573 -31.0744  -0.779
105 H -8.1255 42.2578 -30.5856  0.402
106 H -9.0879 43.0630 -31.4088  0.329
107 O -7.9031 40.0714 -27.0029  -0.643
108 H -7.4754 39.2733 -27.3155  0.315
109 H -7.1108 40.3431 -26.6232  0.396
110 O -6.8279 49.8746 -28.7910  -0.556
111 H -5.9097 49.4740 -28.9875  0.204
112 H -6.4639 50.7289 -28.6661  0.297

Values from the calculation:
E_LUMO ... -3.30 eV
HOMO level ... -11.34 eV
Energy ... -2659.49899 Ha
Relative energy (zero: lowest compared OMol25 entry of this formula, charge and spin) ... 69.6 kcal per mole
Kohn-Sham gap ... 8.0 eV
Net charge ... +1


[4]
C4H6FN2 as an isolated structure in a non-equilibrium geometry, computed with ωB97M-V/def2-TZVPD.

Each line ends with the Mulliken charge.
Positions of all 13 atoms, in Å:
1 C -0.0887 2.1018 -0.1954  -0.235
2 C -1.0417 1.1590 -0.1373  0.423
3 C 0.5005 -0.0562 -0.0558  0.329
4 C 1.2401 -1.3068 0.1279  -0.904
5 N 0.9815 1.2523 -0.1049  -0.056
6 N -0.8527 -0.0692 -0.0823  -0.170
7 F -3.2056 -1.0110 0.6110  -0.411
8 H -0.2497 3.1484 -0.4231  0.403
9 H 0.8960 -2.0321 -0.6384  0.299
10 H 2.3886 -1.1277 0.2040  0.311
11 H 0.9798 -1.8153 1.0633  0.306
12 H 1.8614 1.5823 -0.4251  0.287
13 H -3.4097 -1.8254 0.0563  0.419

Values from the calculation:
E_LUMO (alpha / beta) ... -7.60 / -7.60 eV
HOMO level (alpha / beta) ... -14.76 / -14.76 eV
Energy ... -364.96969 Ha
Relative energy (zero: lowest compared OMol25 entry of this formula, charge and spin) ... 98.2 kcal per mole
Kohn-Sham gap (alpha / beta) ... 7.2 / 7.2 eV
Net charge ... +1